No. 1
{
  "formula": "C39H58BClN8O7P2TeY",
  "method": "wB97M-V/def2-TZVPD",
  "species": ["Y", "O", "C", "C", "C", "C", "C", "C", "C", "O", "N", "O", "O", "H", "H", "H", "H", "C", "N", "C", "P", "O", "O", "P", "O", "N", "C", "C", "N", "C", "C", "N", "C", "C", "H", "H", "H", "H", "H", "H", "H", "H", "H", "H", "H", "H", "H", "H", "H", "H", "H", "H", "H", "H", "H", "H", "H", "H", "C", "N", "C", "C", "C", "C", "C", "C", "C", "C", "H", "H", "H", "H", "H", "H", "H", "H", "H", "H", "H", "H", "B", "C", "N", "H", "H", "H", "Cl", "C", "C", "C", "C", "N", "C", "H", "H", "H", "H", "C", "C", "C", "C", "C", "C", "Te", "C", "C", "C", "H", "H", "H", "H", "H", "H", "H", "H", "H", "H", "H"],
  "xyz": [[0.92, -0.44, -0.26], [-0.66, 1.34, 0.23], [-0.63, 2.52, -0.07], [0.20, 3.17, -1.06], [-0.01, 4.53, -1.24], [0.70, 5.23, -2.19], [1.66, 4.58, -2.98], [1.88, 3.25, -2.82], [1.16, 2.46, -1.86], [1.38, 1.22, -1.76], [0.45, 6.65, -2.37], [1.09, 7.23, -3.23], [-0.41, 7.18, -1.69], [-1.33, 3.20, 0.45], [-0.74, 5.06, -0.63], [2.21, 5.16, -3.71], [2.62, 2.73, -3.42], [-4.55, -3.36, 0.39], [-3.14, -3.05, 0.27], [-2.22, -4.15, 0.55], [-2.63, -1.50, 0.25], [-1.17, -1.43, 0.09], [-3.39, -0.81, -1.00], [-2.83, -0.15, -2.36], [-1.42, 0.24, -2.33], [-3.80, 1.15, -2.65], [-3.32, 2.50, -2.39], [-5.24, 1.00, -2.71], [-3.27, -1.31, -3.45], [-3.12, -0.97, -4.85], [-4.06, -2.50, -3.18], [-3.39, -0.73, 1.49], [-3.46, 0.73, 1.54], [-3.36, -1.35, 2.81], [-4.78, -4.23, -0.23], [-5.16, -2.52, 0.06], [-4.83, -3.61, 1.43], [-2.36, -4.95, -0.18], [-2.39, -4.55, 1.56], [-1.19, -3.80, 0.49], [-2.24, 2.51, -2.39], [-3.69, 2.88, -1.43], [-3.68, 3.17, -3.18], [-5.50, -0.03, -2.95], [-5.65, 1.65, -3.48], [-5.71, 1.26, -1.76], [-2.38, -0.18, -4.97], [-4.07, -0.63, -5.29], [-2.77, -1.84, -5.41], [-3.97, -2.80, -2.14], [-3.69, -3.32, -3.80], [-5.12, -2.35, -3.42], [-3.52, 1.14, 0.54], [-2.59, 1.15, 2.04], [-4.36, 1.01, 2.09], [-3.27, -2.43, 2.72], [-4.30, -1.11, 3.33], [-2.51, -1.01, 3.39], [3.94, -1.51, -1.69], [3.50, -0.76, -0.52], [3.95, -1.47, 0.69], [4.09, 0.58, -0.54], [3.56, 1.45, 0.58], [4.40, 2.41, 1.13], [3.94, 3.24, 2.14], [2.64, 3.08, 2.60], [1.83, 2.10, 2.04], [2.24, 1.25, 1.01], [5.04, -1.64, -1.68], [3.67, -0.97, -2.60], [3.47, -2.49, -1.71], [5.04, -1.55, 0.69], [3.50, -2.46, 0.73], [3.63, -0.91, 1.57], [3.84, 1.03, -1.51], [5.19, 0.50, -0.49], [5.42, 2.51, 0.77], [4.59, 3.99, 2.58], [2.27, 3.70, 3.41], [0.82, 2.00, 2.44], [0.73, -5.50, -0.93], [1.10, -4.00, -0.60], [1.31, -2.88, -0.37], [0.37, -6.03, 0.10], [1.70, -6.04, -1.42], [-0.19, -5.44, -1.73], [-1.14, -4.27, -4.75], [-0.16, -2.86, -4.46], [0.39, -2.16, -5.52], [1.15, -1.05, -5.23], [1.34, -0.69, -3.90], [0.83, -1.39, -2.88], [0.08, -2.45, -3.16], [0.21, -2.49, -6.54], [1.60, -0.46, -6.01], [1.90, 0.19, -3.63], [-0.34, -3.00, -2.33], [3.34, 2.52, 7.02], [2.66, 1.51, 6.13], [3.32, 0.37, 5.69], [2.71, -0.55, 4.84], [3.48, -1.79, 4.47], [1.40, -0.33, 4.38], [0.52, -1.62, 2.93], [0.71, 0.79, 4.87], [-0.73, 1.05, 4.52], [1.35, 1.69, 5.72], [4.38, 2.25, 7.19], [2.85, 2.59, 7.99], [3.32, 3.51, 6.57], [4.34, 0.19, 6.01], [4.50, -1.74, 4.86], [3.51, -1.96, 3.40], [2.99, -2.68, 4.89], [-0.88, 1.04, 3.44], [-1.06, 2.00, 4.93], [-1.36, 0.25, 4.92], [0.80, 2.56, 6.07]],
  "fmax_ev_per_a": 0.46,
  "charge": -1,
  "orbital_gap_ev": 5.69,
  "e_tot_ev": -107759.482,
  "e_lumo_ev": 1.9,
  "de_lowest_kcal_mol": 12.2
}

=====

No. 2
{
  "formula": "C39H58FHfP2S",
  "method": "wB97M-V/def2-TZVPD",
  "species": ["Hf", "C", "C", "C", "C", "C", "C", "C", "C", "C", "C", "C", "C", "C", "C", "C", "C", "C", "C", "C", "C", "C", "P", "C", "C", "C", "C", "C", "C", "C", "C", "H", "H", "H", "H", "H", "H", "H", "H", "H", "H", "H", "H", "H", "H", "H", "H", "H", "H", "H", "H", "H", "H", "H", "H", "H", "H", "H", "H", "H", "H", "H", "H", "H", "H", "H", "H", "H", "H", "H", "H", "H", "H", "H", "H", "H", "S", "C", "F", "C", "C", "C", "C", "C", "C", "H", "H", "H", "H", "C", "P", "C", "C", "H", "H", "H", "H", "H", "H", "H", "H", "H"],
  "xyz": [[-0.67, -0.30, -0.54], [-2.59, -4.21, 1.99], [-1.56, -3.92, 0.87], [-0.55, -5.06, 0.74], [-0.82, -2.61, 1.08], [-1.15, -1.70, 2.07], [-0.37, -0.51, 2.35], [-0.76, 0.48, 3.46], [-0.31, 0.02, 4.81], [-2.29, 0.62, 3.44], [0.89, -0.35, 1.74], [1.33, -1.37, 0.78], [0.33, -2.27, 0.33], [2.74, -1.52, 0.36], [3.79, -2.05, 1.35], [2.86, -2.35, -0.88], [1.84, 0.76, 2.16], [2.74, 0.61, 3.22], [3.44, 1.73, 3.78], [3.41, 2.89, 3.05], [2.72, 2.98, 1.87], [1.95, 1.94, 1.42], [1.16, 2.02, -0.26], [0.04, 3.55, 0.12], [-0.93, 3.30, 1.32], [-0.77, 3.84, -1.13], [0.78, 4.88, 0.59], [2.60, 2.42, -1.53], [2.33, 3.70, -2.39], [3.98, 2.47, -0.81], [2.64, 1.26, -2.51], [-3.02, -5.19, 1.84], [-3.42, -3.47, 2.01], [-2.16, -4.20, 2.96], [-2.13, -3.87, -0.11], [0.12, -5.07, 1.59], [0.04, -4.95, -0.17], [-1.05, -6.03, 0.69], [-2.02, -1.85, 2.70], [-0.42, 1.49, 3.17], [-0.65, -1.01, 4.94], [-0.71, 0.68, 5.54], [0.77, -0.07, 4.95], [-2.82, -0.26, 3.81], [-2.75, 0.84, 2.45], [-2.67, 1.50, 4.01], [0.57, -2.79, -0.56], [3.07, -0.49, 0.17], [3.80, -3.16, 1.38], [3.71, -1.76, 2.39], [4.76, -1.79, 0.94], [2.70, -3.41, -0.60], [3.89, -2.34, -1.28], [2.18, -2.05, -1.73], [2.84, -0.38, 3.64], [3.91, 1.60, 4.71], [3.85, 3.74, 3.53], [2.86, 3.85, 1.20], [-0.40, 3.40, 2.28], [-1.32, 2.28, 1.31], [-1.69, 4.09, 1.27], [-0.27, 4.49, -1.84], [-1.77, 4.20, -0.91], [-0.93, 2.90, -1.71], [1.10, 4.81, 1.62], [-0.01, 5.65, 0.54], [1.58, 5.13, -0.13], [2.31, 4.61, -1.77], [1.40, 3.59, -3.02], [3.13, 3.79, -3.16], [4.17, 3.29, -0.18], [4.79, 2.53, -1.56], [4.20, 1.50, -0.32], [1.67, 1.09, -3.06], [2.94, 0.33, -1.96], [3.38, 1.44, -3.30], [-3.05, 0.81, -0.31], [-2.75, -0.79, -0.89], [0.87, -0.45, -6.41], [0.28, -0.49, -5.16], [0.43, -1.71, -4.49], [0.10, -1.72, -3.17], [-0.54, -0.61, -2.57], [-0.89, 0.47, -3.34], [-0.44, 0.62, -4.67], [0.93, -2.53, -4.96], [0.31, -2.62, -2.57], [-1.57, 1.22, -2.93], [-0.64, 1.49, -5.31], [-5.55, -1.69, -0.37], [-4.18, -1.59, -1.54], [-4.72, -0.58, -2.96], [-3.83, -3.14, -2.25], [-6.38, -2.27, -0.77], [-5.90, -0.65, -0.18], [-5.21, -2.08, 0.56], [-5.77, -0.35, -3.05], [-4.40, -1.17, -3.86], [-4.16, 0.34, -2.89], [-4.60, -3.50, -2.93], [-3.78, -3.83, -1.43], [-2.88, -3.08, -2.75]],
  "spin_multiplicity": 2,
  "s_squared": 0.7568,
  "fmax_ev_per_a": 3.24,
  "charge": 2,
  "orbital_gap_ev": [5.89, 7.29],
  "e_tot_ev": -74806.454,
  "e_lumo_ev": [-6.5, -6.5],
  "de_lowest_kcal_mol": 0.0
}

=====

What is the formula in the first record? C39H58BClN8O7P2TeY